ORCA calculation (wB97M-V/def2-TZVPD) on a cluster of 2 separate species, C3H9N3O in total at a distorted geometry.

Calculated values
Energy above the lowest of the compared OMol25 structures with the same formula, charge and spin   277.9 kJ/mol
SMILES string   CC(N)N.N=C=O
Spin multiplicity   1
Frontier orbital gap   7.9 eV

```
16
Properties=species:S:1:pos:R:3:nbo_charge:R:1
C -0.2720 1.7815 -0.1268 -0.63
C -0.4081 0.3423 0.3537 0.06
N -1.6533 -0.0272 0.9754 -0.85
N 0.6915 -0.0551 1.1439 -0.80
H -0.2723 2.4694 0.7233 0.20
H -1.1011 2.0514 -0.7811 0.20
H 0.6628 1.9206 -0.6692 0.21
H -0.1996 -0.4367 -0.6941 0.22
H -2.4464 0.2604 0.4155 0.36
H -1.7453 0.4069 1.8903 0.35
H 0.4741 -0.9243 1.6238 0.37
H 1.4966 -0.3480 0.5129 0.33
N 0.5667 -1.4226 -1.5011 -0.80
C 1.6348 -1.7465 -0.9782 0.82
O 2.5289 -2.4375 -0.6401 -0.49
H 0.0426 -1.8345 -2.2481 0.45
```


ORCA calculation (wB97M-V/def2-TZVPD) on a cluster of 2 separate species, C3H9N3O in total at a distorted geometry.

Calculated values
Energy above the lowest of the compared OMol25 structures with the same formula, charge and spin   544.1 kJ/mol
Spin multiplicity   1
Frontier orbital gap (alpha / beta)   7.3 / 8.5 eV

```
16
Properties=species:S:1:pos:R:3:nbo_charge:R:1
C -1.1132 1.3957 1.0276 -0.47
C 2.2021 -0.0316 -0.8477 -0.46
N -0.2267 0.8374 0.0490 -0.24
C 0.0422 -0.4958 0.0964 0.58
N -0.7372 -1.3929 0.8272 -0.82
O -0.8893 -0.2569 -1.5949 -0.78
N 1.3254 -0.8063 -0.0151 -0.31
H -1.8047 -0.5775 -1.5580 0.43
H -0.3682 -2.3317 0.7791 0.40
H -1.7238 -1.3682 0.6169 0.38
H -0.8581 2.4415 1.1847 0.21
H -2.1471 1.3238 0.6658 0.22
H -1.0838 0.8612 1.9871 0.21
H 2.6803 -0.7364 -1.5388 0.22
H 1.6979 0.7353 -1.4371 0.22
H 3.0042 0.4026 -0.2422 0.21
```


ORCA calculation (wB97M-V/def2-TZVPD) on the molecule C3H9N3O at a distorted geometry.

Calculated values
Energy above the lowest of the compared OMol25 structures with the same formula, charge and spin   280.1 kJ/mol
SMILES string   N/N=C\NCCO
Spin multiplicity   1
Frontier orbital gap   9.4 eV

```
16
Properties=species:S:1:pos:R:3:nbo_charge:R:1
N 0.1924 -0.7620 -1.5790 -0.72
N -0.2669 0.6104 -1.8104 -0.36
C -0.1030 1.4798 -0.8428 0.24
N 0.4695 1.4644 0.4378 -0.64
C 0.7581 0.1991 1.1960 -0.27
C -0.5107 -0.6926 1.5702 -0.08
O -0.6149 -1.9163 0.8542 -0.74
H -0.0663 -1.1564 -2.4996 0.38
H 1.2484 -0.7516 -1.4664 0.36
H -0.3090 2.5056 -1.1220 0.18
H 0.1508 2.2732 1.0942 0.40
H 1.5036 0.5603 1.8927 0.21
H 1.3276 -0.4483 0.5230 0.20
H -0.5094 -1.0134 2.6374 0.19
H -1.4150 -0.0868 1.3386 0.16
H -0.6428 -1.6585 -0.1109 0.49
```


ORCA calculation (wB97M-V/def2-TZVPD) on the molecule C3H9N3O.

Calculated values
Energy above the lowest of the compared OMol25 structures with the same formula, charge and spin   343.8 kJ/mol
SMILES string   C[C@H]1ON(N)[C@H]1N
Spin multiplicity   1
Frontier orbital gap   9.9 eV

```
16
Properties=species:S:1:pos:R:3:nbo_charge:R:1
C -1.8635 -0.5278 -0.4329 -0.64
C -0.6460 -0.6242 0.4705 0.05
O 0.3755 -1.4647 -0.0602 -0.44
N 1.2009 -0.2605 -0.4289 -0.01
N 2.5020 -0.3255 -0.0725 -0.63
C 0.3364 0.5768 0.4173 0.07
N 0.0169 1.8215 -0.1991 -0.82
H -2.5386 0.2431 -0.0673 0.21
H -2.3856 -1.4808 -0.4432 0.22
H -1.5536 -0.2956 -1.4489 0.21
H -0.9340 -0.9470 1.4775 0.17
H 2.6797 -0.6004 0.8970 0.33
H 3.0192 -0.9117 -0.7166 0.37
H 0.7864 0.7788 1.4012 0.17
H -0.6624 2.3384 0.3445 0.36
H -0.3331 1.6797 -1.1382 0.37
```


ORCA calculation (wB97M-V/def2-TZVPD) on the molecule C3H9N3O at a distorted geometry.

Calculated values
Energy above the lowest of the compared OMol25 structures with the same formula, charge and spin   198.1 kJ/mol
SMILES string   C=N[C@H](N)[C@@H](N)O
Spin multiplicity   1
Frontier orbital gap   10.3 eV

```
16
Properties=species:S:1:pos:R:3:nbo_charge:R:1
C -2.3429 -0.1439 0.4971 -0.07
N -1.3565 0.6267 0.7522 -0.44
C 0.1167 -0.0162 0.6287 0.05
N 0.9317 0.9094 1.3551 -0.84
C 0.3331 -0.0360 -0.8951 0.23
N 1.8511 -0.1399 -1.1430 -0.86
O -0.2098 -1.1777 -1.4913 -0.73
H -2.2465 -1.1638 0.0836 0.17
H -3.3762 0.2288 0.5975 0.17
H 0.1664 -1.0220 1.0563 0.20
H 0.5214 1.8304 1.1863 0.37
H 0.8075 0.7420 2.3502 0.37
H -0.0151 0.8728 -1.3880 0.16
H 2.2751 0.6904 -0.7209 0.37
H 2.2122 -0.9101 -0.5780 0.35
H 0.3316 -1.2907 -2.2906 0.49
```


ORCA calculation (wB97M-V/def2-TZVPD) on the molecule C3H9N3O at a distorted geometry.

Calculated values
Energy above the lowest of the compared OMol25 structures with the same formula, charge and spin   179.9 kJ/mol
SMILES string   NCNCC(N)=O
Spin multiplicity   1
Frontier orbital gap   9.9 eV

```
16
Properties=species:S:1:pos:R:3:nbo_charge:R:1
N -0.8525 -1.8474 -0.6993 -0.84
C -1.5673 -0.5152 -0.7290 -0.05
N -0.7817 0.6837 -0.9044 -0.63
C 0.0036 1.2408 0.1681 -0.33
C 1.4133 0.6020 0.1549 0.68
N 1.8797 0.3241 1.4961 -0.87
O 1.9750 0.2203 -0.8320 -0.57
H -1.4697 -2.5294 -0.4068 0.35
H -0.2375 -1.9094 0.1764 0.34
H -2.1367 -0.5511 -1.7167 0.19
H -2.2841 -0.4850 0.1120 0.16
H -0.0535 0.3901 -1.6337 0.38
H 0.1859 2.3962 0.1743 0.21
H -0.6220 1.1398 1.1087 0.21
H 2.5711 -0.3077 1.4421 0.38
H 1.9764 1.1480 2.0892 0.39
```


ORCA calculation (wB97M-V/def2-TZVPD) on a cluster of 2 separate species, C3H9N3O in total at a distorted geometry.

Calculated values
Energy above the lowest of the compared OMol25 structures with the same formula, charge and spin   645.1 kJ/mol
Spin multiplicity   1
Frontier orbital gap   6.0 eV

```
16
Properties=species:S:1:pos:R:3:nbo_charge:R:1
O -0.1931 1.0773 -1.4622 -0.71
C -1.1869 0.9113 -0.5120 0.43
N -2.3914 0.8277 -0.9773 -0.61
C -0.7225 0.7013 0.7911 0.12
N 0.5888 0.7670 1.1526 -0.52
C 1.4270 -0.4296 0.8803 -0.10
N 1.4508 -0.6433 -0.5200 -0.75
H -2.9564 0.1216 -0.5060 0.35
H -1.0166 -1.6850 -1.0633 0.01
H -0.8191 -2.0628 -0.4550 -0.02
H -1.3687 0.3883 1.6074 0.20
H 0.9798 1.5202 0.5870 0.39
H 2.4435 -0.2710 1.2728 0.19
H 0.9836 -1.3054 1.3429 0.19
H 2.3091 -0.2503 -0.9021 0.33
H 0.4721 0.3328 -1.2363 0.48
```


ORCA calculation (wB97M-V/def2-TZVPD) on the molecule C3H9N3O at a distorted geometry.

Calculated values
Energy above the lowest of the compared OMol25 structures with the same formula, charge and spin   582.6 kJ/mol
Spin multiplicity   1
Frontier orbital gap (alpha / beta)   7.2 / 8.2 eV

```
16
Properties=species:S:1:pos:R:3:nbo_charge:R:1
C -0.7456 0.5559 -0.8618 -0.34
C 1.8815 0.4931 0.1694 -0.68
N -1.4279 -1.0258 0.5094 -0.04
N -1.6715 -0.5192 -0.7084 -0.33
C 0.8464 -0.2721 -0.6516 0.25
N -1.4259 -0.2710 1.6355 -0.59
O 1.1721 -0.7411 -1.7718 -0.63
H 0.2910 -1.1014 0.0582 0.13
H -1.5494 -1.2360 -1.4165 0.41
H -1.2999 -0.8625 2.4437 0.39
H -0.8252 0.5493 1.6463 0.36
H -0.9822 1.4456 -0.2785 0.20
H -0.7212 0.9405 -1.8786 0.22
H 2.1311 1.4350 -0.3254 0.22
H 2.7923 -0.1011 0.2457 0.23
H 1.5345 0.7108 1.1844 0.19
```


ORCA calculation (wB97M-V/def2-TZVPD) on the ion C3H9N3O with charge +1 at a distorted geometry.

Calculated values
Energy above the lowest of the compared OMol25 structures with the same formula, charge and spin   29.2 kJ/mol
Spin multiplicity   2
<S²>   0.761
Total charge   +1
Frontier orbital gap (alpha / beta)   11.5 / 5.8 eV

```
16
Properties=species:S:1:pos:R:3:lowdin_spin:R:1
C -0.1032 1.1877 -0.8885 0.08
N 0.2156 -0.2219 -0.9183 0.63
C -0.3544 -1.2811 -0.1204 0.03
N -1.5728 -0.9172 0.4462 -0.01
O 0.2317 -2.3094 0.0096 0.15
C 0.8874 1.9356 0.0538 0.06
N 0.8675 1.2012 1.3062 0.02
H -1.1104 1.3871 -0.5386 0.00
H -0.0306 1.4671 -1.9459 0.03
H 1.1895 -0.4631 -1.1307 0.01
H -1.9992 -1.7256 0.8667 0.00
H -2.2236 -0.5234 -0.2419 0.00
H 1.9120 1.9931 -0.3037 0.00
H 0.4755 2.9456 0.0456 0.00
H 1.3489 1.7443 2.0290 0.00
H -0.0622 1.1879 1.7243 0.00
```


ORCA calculation (wB97M-V/def2-TZVPD) on a cluster of 2 separate species, C3H9N3O2 in total at a distorted geometry.

Calculated values
Energy above the lowest of the compared OMol25 structures with the same formula, charge and spin   56.9 kJ/mol
SMILES string   CC(N)=O.NC(N)=O
Spin multiplicity   1
Frontier orbital gap   10.1 eV

```
17
Properties=species:S:1:pos:R:3:nbo_charge:R:1
C -1.1078 1.2726 -1.0158 -0.73
C -1.0979 2.3651 -0.0081 0.67
N 0.1790 2.5976 0.4452 -0.83
O -2.0550 3.0229 0.3470 -0.60
H -0.3973 1.3546 -1.9126 0.23
H -2.0978 1.1824 -1.4484 0.24
H -0.8039 0.4048 -0.4583 0.23
H 0.2791 3.2751 1.1589 0.39
H 0.8993 1.9454 0.3081 0.38
N 1.8395 -1.9431 -0.8661 -0.84
C 0.8396 -2.3339 0.0263 0.78
N 0.9344 -1.7288 1.2788 -0.86
O -0.0718 -3.1013 -0.2611 -0.63
H 2.7254 -1.7124 -0.4091 0.37
H 1.9493 -2.6835 -1.5601 0.40
H 1.7076 -1.2972 1.7012 0.39
H 0.2795 -2.1451 1.9129 0.40
```


ORCA calculation (wB97M-V/def2-TZVPD) on the molecule C3H9N3O2 at a distorted geometry.

Calculated values
Energy above the lowest of the compared OMol25 structures with the same formula, charge and spin   556.0 kJ/mol
SMILES string   C[C@](N)(CN)ON=O
Spin multiplicity   1
Frontier orbital gap   8.0 eV

```
17
Properties=species:S:1:pos:R:3:nbo_charge:R:1
C -0.3835 0.1684 -1.7028 -0.63
C -0.6277 0.0236 -0.2017 0.39
N -0.8827 1.3258 0.3558 -0.87
C 0.9174 -0.6356 0.4410 -0.25
N 1.9404 0.3852 0.3389 -0.85
O -1.6592 -0.8851 -0.0023 -0.47
N -1.4168 -1.4560 1.4172 0.42
O -1.6882 -0.6897 2.2922 -0.22
H -0.0890 -0.7895 -2.1388 0.21
H 0.3870 0.9104 -1.9284 0.22
H -1.3117 0.4739 -2.1974 0.22
H -0.3113 1.4783 1.1853 0.37
H -1.8522 1.4183 0.6417 0.37
H 1.1204 -1.5059 -0.1881 0.17
H 0.8991 -0.9658 1.4787 0.19
H 2.7892 0.1258 0.8294 0.37
H 2.1686 0.6180 -0.6207 0.36
```


ORCA calculation (wB97M-V/def2-TZVPD) on a cluster of 2 separate species, C3H9N3O2S2 in total at a distorted geometry.

Calculated values
Energy above the lowest of the compared OMol25 structures with the same formula, charge and spin   361.5 kJ/mol
Spin multiplicity   1
Frontier orbital gap   6.6 eV

```
19
Properties=species:S:1:pos:R:3:nbo_charge:R:1
C -0.9664 1.7978 0.6558 0.45
C 0.6991 -1.8255 -0.3708 -0.65
C 0.3906 -1.6159 -1.8266 -0.62
N -1.7292 1.0987 0.0390 -0.49
N -1.2917 2.3068 1.9246 -0.81
N 0.2524 2.1521 0.2713 -0.82
O 1.5194 0.8740 -1.7562 -0.96
O -2.1794 -0.4353 -3.0072 -0.87
S 0.6930 0.0095 -2.6218 1.06
S -1.4370 0.7243 -2.5273 0.96
H -0.1460 -1.4380 0.2692 0.24
H 0.9995 -2.8504 -0.2749 0.23
H 1.4450 -1.1571 0.0131 0.23
H -0.7081 -1.5231 -2.1048 0.26
H 0.6252 -2.4546 -2.4038 0.24
H -2.1842 1.9616 2.2653 0.39
H -0.5288 2.2112 2.6304 0.38
H 0.6530 1.7298 -0.6123 0.43
H 0.7920 2.3040 1.0232 0.36
```